# 1
The following is a quantum chemistry calculation of a structure of composition C3H4FeO2 at a distorted geometry, from the OMol25 dataset.

The geometry in ORCA input format:
```
! wB97M-V def2-TZVPD RIJCOSX def2/J DEFGRID3
* xyz 1 6
C -0.0972 -0.3285 0.7490
C -0.9171 -1.3980 0.2855
H -1.7997 -1.6984 0.8601
H -0.3194 -2.0927 -0.3255
C -1.0113 -0.0046 -0.8512
O -1.9141 0.8134 -1.0038
Fe -2.7090 1.8561 -2.4070
H -0.2701 -0.1784 -1.6511
O -0.4794 0.2002 1.8931
H -0.6555 1.1456 1.7814
*
```

The value obtained for the HOMO-LUMO gap (spin up / spin down) is 0.2317 / 0.2334 Eh. Its expectation value of S² is 8.86.

# 2
The following is a quantum chemistry calculation of a cluster of 2 separate species, C3H4I2O3 in total at a distorted geometry, from the OMol25 dataset.

The geometry in ORCA input format:
```
! wB97M-V def2-TZVPD RIJCOSX def2/J DEFGRID3
* xyz 0 1
C -2.0873 -1.1196 -0.5194
C -1.1981 -0.9153 0.5191
C 0.1570 1.3566 -0.7263
O -1.9391 -1.7021 -1.5665
O 0.0630 -1.4186 0.5078
O 1.2718 0.8118 -0.2905
I -4.0179 -0.1560 -0.0295
I -0.7970 2.9699 0.1679
H -1.4471 -0.4096 1.4357
H -0.0892 1.1625 -1.7578
H 0.2092 -1.8954 -0.3235
H 1.4093 0.9305 0.6621
*
```

The value obtained for the HOMO-LUMO gap (spin up / spin down) is 0.3256 / 0.2260 Eh.

# 3
The following is a quantum chemistry calculation of a structure of composition C3H4INO2 at a distorted geometry, from the OMol25 dataset.

The geometry in ORCA input format:
```
! wB97M-V def2-TZVPD RIJCOSX def2/J DEFGRID3
* xyz 0 1
C 0.4938 -0.3938 3.0741
C 0.4459 -0.0323 -0.8874
C -0.8388 -0.5021 -1.5147
N 0.3528 0.6896 0.2415
O -0.1523 0.3519 3.7051
O 1.5375 -0.3347 -1.2944
I 2.0329 1.1712 1.1975
H -0.6078 0.8633 0.5268
H -1.6557 0.1333 -1.0805
H -0.5374 -0.4095 -2.6101
H -1.0708 -1.5370 -1.3579
*
```

The value obtained for the HOMO-LUMO gap is 0.3314 Eh.

# 4
The following is a quantum chemistry calculation of a structure of composition C3H4INOS at a distorted geometry, from the OMol25 dataset.

The geometry in ORCA input format:
```
! wB97M-V def2-TZVPD RIJCOSX def2/J DEFGRID3
* xyz 0 3
C 0.4908 0.7386 -0.4210
C 0.9603 -0.6993 -0.2733
C -1.7106 -0.0241 0.4303
N -0.8287 0.9849 -0.1041
O 1.2211 1.6271 -0.8320
S -0.4578 -1.8785 -0.4516
I -3.7072 0.0538 -0.0416
H 1.5565 -1.0414 -1.0276
H 1.2462 -0.6557 0.7484
H -1.3318 -0.3809 1.3605
H -1.2173 1.7730 -0.6587
*
```

The value obtained for the HOMO-LUMO gap (spin up / spin down) is 0.2591 / 0.2389 Eh. Its expectation value of S² is 2.01.

# 5
The following is a quantum chemistry calculation of a structure of composition C3H4INS at a distorted geometry, from the OMol25 dataset.

The geometry in ORCA input format:
```
! wB97M-V def2-TZVPD RIJCOSX def2/J DEFGRID3
* xyz 0 1
C 0.2553 -3.0372 0.7639
C -0.1405 2.4645 -2.1360
C 0.5962 -0.1367 -1.4776
N 1.0342 -2.5667 1.4288
S 0.6414 1.4888 -1.0180
I -1.0523 -0.9903 -2.3225
H -0.3039 -3.4803 0.0258
H -0.9919 2.1872 -2.7128
H 0.2124 3.4421 -1.9971
H 0.9559 -0.7387 -0.6663
*
```

The value obtained for the HOMO-LUMO gap (spin up / spin down) is 0.2749 / 0.2793 Eh.

# 6
The following is a quantum chemistry calculation of a structure of composition C3H4IrO3 at a distorted geometry, from the OMol25 dataset.

The geometry in ORCA input format:
```
! wB97M-V def2-TZVPD RIJCOSX def2/J DEFGRID3
* xyz 2 6
O -2.4881 -1.3783 -1.0256
C -3.5908 -1.6415 -1.0691
O 1.2914 -0.6392 -1.1259
C 1.6677 0.1669 -0.1323
C 0.5606 1.0751 0.4066
O -0.4354 0.0799 0.7167
Ir -0.4679 -1.0963 -0.7945
H -0.3604 -0.1134 1.7380
H 0.8871 1.5720 1.3290
H 2.6945 0.1012 0.2441
H 0.2412 1.8737 -0.2870
*
```

The value obtained for the HOMO-LUMO gap (spin up / spin down) is 0.3050 / 0.3016 Eh. Its expectation value of S² is 8.76.

Computed calculated total energy (a.u.) in order:
-1530.37592 -937.70476 -619.60232 -942.45298 -867.21120 -445.69302
Computed ΔE to the lowest compared entry with this formula, charge and spin (kcal/mol) in order:
67.3 53.5 27.6 0.0 69.5 0.0